(1)
This record from the Open Molecules 2025 dataset describes a single C24H28FN3O molecule. The level of theory is ωB97M-V/def2-TZVPD.

Calculated values
strongest force on any atom: 0.0108 hartree/bohr
structure (SMILES): Cc1ccccc1CN1CCN(Cc2ccc3cccc(F)c3n2)C[C@H]1CCO
frontier orbital gap: 0.2815 Ha
relative energy (zero: lowest compared OMol25 entry of this formula, charge and spin): 0.000 eV
net charge: 0

Last column: natural (NBO) charge in e.
Positions of all 57 atoms, in Å:
1 C 4.93340 1.63832 -1.07886  -0.635
2 C 4.88306 0.26271 -0.47945  -0.005
3 C 5.50084 -0.77899 -1.16338  -0.213
4 C 5.52342 -2.06683 -0.66209  -0.208
5 C 4.94129 -2.32754 0.56495  -0.243
6 C 4.32468 -1.30072 1.25478  -0.146
7 C 4.25601 -0.00883 0.74182  -0.064
8 C 3.51299 1.04188 1.54636  -0.226
9 N 2.06634 1.10016 1.42577  -0.456
10 C 1.31790 -0.04590 1.89867  -0.220
11 C 0.97414 -1.08671 0.81917  -0.239
12 N 0.39080 -0.40847 -0.31480  -0.455
13 C 1.33384 0.53551 -0.86754  -0.260
14 H 0.92059 0.97102 -1.77598  0.236
15 C 1.52453 1.63615 0.18544  -0.032
16 C 0.18505 2.33358 0.47672  -0.434
17 H 0.34647 3.05534 1.27845  0.213
18 H -0.53636 1.59026 0.81371  0.221
19 C -0.42883 3.05089 -0.72761  -0.057
20 O -0.96043 2.18173 -1.69519  -0.757
21 H -1.49125 1.51037 -1.23288  0.497
22 H 0.32043 3.65950 -1.24459  0.163
23 H -1.22118 3.72127 -0.36072  0.162
24 H 2.22536 2.38934 -0.18658  0.196
25 H 2.30151 0.05721 -1.10371  0.172
26 C -0.29929 -1.26586 -1.24926  -0.250
27 C -1.74019 -1.38876 -0.82361  0.255
28 N -2.34835 -0.27010 -0.52071  -0.437
29 C -3.62795 -0.30445 -0.11253  0.079
30 C -4.28651 0.89765 0.23657  0.411
31 C -5.58968 0.91510 0.64793  -0.279
32 C -6.30680 -0.28716 0.73385  -0.194
33 C -5.71241 -1.47679 0.41603  -0.222
34 C -4.37032 -1.51300 -0.00946  -0.012
35 C -3.69112 -2.70242 -0.34929  -0.153
36 C -2.38503 -2.64254 -0.74752  -0.255
37 H -1.83949 -3.53744 -1.00687  0.221
38 H -4.21467 -3.64625 -0.28441  0.216
39 H -6.26044 -2.40503 0.48608  0.214
40 H -7.33574 -0.25989 1.05819  0.220
41 H -6.05505 1.85378 0.90451  0.233
42 F -3.59968 2.05148 0.16801  -0.311
43 H -0.28387 -0.79081 -2.23453  0.230
44 H 0.15919 -2.26446 -1.34231  0.178
45 H 0.24612 -1.79251 1.22935  0.198
46 H 1.87957 -1.65136 0.52587  0.172
47 H 1.87095 -0.52251 2.70933  0.198
48 H 0.37632 0.32728 2.31519  0.198
49 H 3.88477 2.03847 1.29881  0.203
50 H 3.72414 0.86624 2.60786  0.201
51 H 3.88679 -1.50579 2.22176  0.194
52 H 4.97119 -3.32214 0.98584  0.211
53 H 6.00667 -2.85679 -1.21819  0.212
54 H 5.97898 -0.57209 -2.11089  0.206
55 H 5.62870 1.65571 -1.91510  0.217
56 H 5.26244 2.37350 -0.34631  0.217
57 H 3.95484 1.94088 -1.44833  0.219

(2)
This record from the Open Molecules 2025 dataset describes a single C24H28FN3O6S molecule. The level of theory is ωB97M-V/def2-TZVPD.

Calculated values
strongest force on any atom: 0.0202 hartree/bohr
structure (SMILES): O=C(COC(=O)Cc1ccccc1F)Nc1cc(S(=O)(=O)N2CCOCC2)ccc1N1CCCC1
frontier orbital gap: 0.3246 Ha
relative energy (zero: lowest compared OMol25 entry of this formula, charge and spin): 0.000 eV
net charge: 0

Last column: natural (NBO) charge in e.
Positions of all 63 atoms, in Å:
1 O -0.84139 -2.18184 1.71770  -0.593
2 C 0.30374 -1.99008 1.38260  0.662
3 N 0.82595 -0.79551 1.01226  -0.659
4 C 0.11659 0.35098 0.62649  0.190
5 C -1.17352 0.25449 0.13996  -0.219
6 C -1.80496 1.37052 -0.37080  -0.356
7 C -1.15498 2.58636 -0.43068  -0.178
8 C 0.13573 2.69227 0.05410  -0.249
9 C 0.79532 1.59169 0.61154  0.168
10 N 2.10227 1.65648 1.04064  -0.442
11 C 2.98536 2.73247 0.64591  -0.214
12 H 2.70076 3.68756 1.11198  0.171
13 C 4.36298 2.28490 1.16722  -0.409
14 H 4.99234 1.93164 0.35326  0.213
15 H 4.87570 3.11192 1.65549  0.209
16 C 4.05942 1.14565 2.15650  -0.411
17 H 4.60929 1.24586 3.08940  0.212
18 H 4.30062 0.18261 1.70834  0.226
19 C 2.54989 1.24851 2.36002  -0.215
20 H 2.31539 2.03432 3.09612  0.172
21 H 2.08910 0.32353 2.69742  0.214
22 H 2.96085 2.84911 -0.43770  0.210
23 H 0.64015 3.64384 0.00822  0.222
24 H -1.67072 3.43641 -0.84761  0.240
25 S -3.41161 1.14236 -1.11098  2.335
26 O -3.22828 0.54441 -2.40526  -0.955
27 O -4.14550 2.37600 -1.04044  -0.937
28 N -4.04112 -0.02736 -0.11022  -0.696
29 C -4.86735 -1.07593 -0.66333  -0.253
30 H -4.43670 -1.36387 -1.62160  0.240
31 C -4.86237 -2.23858 0.33325  -0.075
32 H -5.53805 -3.03113 0.00880  0.198
33 O -5.32690 -1.81506 1.59569  -0.521
34 C -4.51298 -0.79055 2.11883  -0.081
35 H -4.93879 -0.52768 3.08831  0.197
36 C -4.49527 0.42398 1.18339  -0.254
37 H -3.79867 1.18331 1.54088  0.223
38 H -5.50080 0.86320 1.11466  0.196
39 H -3.48518 -1.15953 2.24959  0.185
40 H -3.84101 -2.63454 0.42752  0.176
41 H -5.89906 -0.72627 -0.81628  0.186
42 H -1.68551 -0.69201 0.13234  0.262
43 H 1.82798 -0.72500 0.86798  0.439
44 C 1.34844 -3.11820 1.31210  -0.173
45 H 0.87822 -4.06576 1.57465  0.227
46 H 2.19785 -2.90793 1.97183  0.217
47 O 1.79282 -3.24018 -0.03671  -0.489
48 C 2.80187 -2.47759 -0.44170  0.827
49 O 3.47566 -1.79602 0.29631  -0.637
50 C 2.90214 -2.46607 -1.94882  -0.509
51 C 2.10606 -1.24163 -2.34012  -0.121
52 C 0.72724 -1.30775 -2.51573  0.455
53 C -0.03629 -0.19692 -2.82252  -0.301
54 C 0.59585 1.02761 -2.95037  -0.177
55 C 1.96469 1.12644 -2.76762  -0.233
56 C 2.71084 0.00299 -2.45721  -0.189
57 H 3.77672 0.08271 -2.30553  0.217
58 H 2.45598 2.08177 -2.87353  0.214
59 H 0.00905 1.89971 -3.19024  0.224
60 H -1.10472 -0.28642 -2.94620  0.263
61 F 0.11332 -2.50313 -2.38499  -0.334
62 H 2.45469 -3.37006 -2.35791  0.250
63 H 3.94087 -2.36299 -2.25719  0.241

> The lowest frontier orbital gap belongs to which entry?

C24H28FN3O

> Which of these has the highest frontier orbital gap?

C24H28FN3O6S